# 1
Formula: C19H33N3OS
Source: OMol25
Level of theory: wB97M-V/def2-TZVPD

Computed properties:
Gap between HOMO and LUMO ... 8.45 eV
HOMO level ... -8.0 eV

Cartesian coordinates (Å):
C 6.224 -0.129 0.848
H 7.084 -0.688 0.204
H 6.238 0.953 0.298
H 6.571 -0.053 1.764
C 4.864 -1.049 0.565
C 4.924 -2.331 1.423
H 3.934 -2.886 1.568
H 5.318 -2.120 2.270
H 5.635 -2.833 0.725
C 4.388 -1.031 -0.739
H 4.452 0.171 -1.210
H 4.832 -1.639 -1.365
C 2.889 -1.547 -0.948
N 2.059 -0.393 0.003
C 0.773 -1.065 0.284
C -0.375 -1.071 -0.539
N -0.473 0.168 -1.046
C 0.679 0.796 -1.592
H 1.136 0.364 -2.615
C 1.800 0.886 -0.495
C 1.484 1.852 0.409
H 0.337 2.045 0.798
H 1.969 1.603 1.485
C 2.063 3.277 0.352
O 3.519 3.349 -0.258
H 3.999 2.756 0.733
H 1.728 3.432 -0.759
H 1.916 4.095 0.952
H 2.685 1.104 -0.983
H 0.580 1.838 -1.931
C -1.650 0.577 -2.016
C -2.936 0.295 -1.292
N -3.949 -0.230 -1.513
C -4.968 -0.352 -0.598
C -4.628 0.357 0.573
S -2.923 1.209 0.486
C -5.444 0.598 1.588
C -6.922 0.317 1.631
C -7.022 -0.954 0.575
C -6.406 -0.712 -0.688
H -6.093 -1.881 -1.122
H -7.014 -0.125 -1.209
H -8.146 -1.309 0.420
H -6.585 -1.945 1.155
H -7.640 0.284 2.192
H -7.148 1.056 0.747
H -5.296 1.495 2.202
H -5.020 -0.247 2.586
H -1.653 -0.175 -2.894
H -1.772 1.536 -2.358
H 0.015 -1.640 -1.559
H -1.214 -1.380 -0.301
H 0.617 -0.390 1.158
H 1.023 -2.152 0.860
H 2.700 -1.443 -1.783
H 2.775 -2.282 -0.243
H 4.067 -0.360 1.203

Results of the Mulliken charge analysis, in e, for atoms 1 through 8: -1.412, 0.293, 0.220, 0.530, 1.206, -1.587, 0.228, 0.600

# 2
Formula: H4NPSi
Source: OMol25
Level of theory: wB97M-V/def2-TZVPD

Computed properties:
Gap between HOMO and LUMO (alpha / beta) ... 7.52 / 6.30 eV
HOMO level (alpha / beta) ... -8.5 / -7.5 eV

Cartesian coordinates (Å):
N 1.634 0.873 0.023
Si -1.250 0.310 -0.071
P 2.491 -0.379 0.117
H -1.720 1.047 1.090
H -1.625 0.831 -1.372
H -1.135 -1.134 0.065
H 1.605 -1.548 0.148

Mulliken analysis output, partial charges in e: -0.404, 0.448, 0.098, -0.041, -0.041, -0.059, 0.000

# 3
Formula: C5H41NO15
Source: OMol25
Level of theory: wB97M-V/def2-TZVPD

Computed properties:
Gap between HOMO and LUMO ... 8.49 eV
HOMO level ... -8.6 eV

Cartesian coordinates (Å):
C 0.053 -2.600 -2.296
C -1.072 -1.844 -2.936
C -0.801 -0.402 -2.640
C -2.013 0.324 -2.224
C -2.441 1.167 -1.333
N -3.922 1.371 -1.414
H 0.554 -2.172 -1.428
H 0.932 -2.913 -2.916
H -0.386 -3.437 -1.901
H -1.055 -2.177 -4.003
H -2.043 -2.274 -2.605
H 0.035 -0.252 -1.840
H -0.330 0.151 -3.418
H -2.833 -0.130 -2.911
H -2.040 1.698 -0.424
H -4.377 0.894 -2.281
H -4.100 2.364 -1.389
H 1.134 -1.790 2.938
H 2.823 -1.335 2.809
O 1.937 -1.732 3.326
H -2.949 -1.414 -0.433
H -3.490 -2.685 0.456
O -3.704 -1.970 -0.217
H -3.700 0.976 1.304
H -4.000 -0.517 0.967
O -3.655 0.071 1.631
H 1.854 0.867 2.676
H 1.219 2.463 2.926
O 1.105 1.512 2.440
H 3.206 -1.368 1.037
H 4.147 -0.180 1.529
O 3.673 -1.045 1.748
H -0.699 -2.264 1.399
H 0.325 -3.272 0.776
O 0.293 -2.379 1.104
H -0.199 -2.262 4.632
H -0.267 -1.208 3.633
O -0.789 -1.712 4.214
H 2.083 3.879 -0.011
H 3.334 3.551 -0.825
O 3.046 3.766 -0.039
H -0.772 2.647 3.009
H -1.756 3.494 2.434
O -0.832 3.612 2.829
H 0.558 2.276 0.741
H 0.119 3.679 0.982
O 0.347 3.010 0.322
H -1.943 -2.546 3.005
H -2.553 -1.450 2.057
O -2.219 -2.260 2.024
H 1.885 1.928 -1.978
H 0.729 3.053 -1.954
O 1.303 2.537 -2.571
H 2.822 1.593 -0.255
H 3.396 1.093 -1.592
O 3.494 0.979 -0.597
H 1.640 -2.004 0.023
H 1.911 -0.610 -0.068
O 2.176 -1.374 -0.489
H 2.529 0.669 -3.856
H 3.173 -0.501 -3.034
O 3.101 0.454 -3.091

Results of the Mulliken charge analysis, in e, for atoms 1 through 8: -0.946, -0.539, 0.749, -1.483, 0.772, -0.495, -0.052, 0.258

# 4
Formula: C6H10Cl2N3
Source: OMol25
Level of theory: wB97M-V/def2-TZVPD

Computed properties:
Gap between HOMO and LUMO (alpha / beta) ... 7.16 / 7.16 eV
Charge ... +1
HOMO level (alpha / beta) ... -12.2 / -12.2 eV

Cartesian coordinates (Å):
C -1.890 -1.335 -0.702
C -0.535 -1.156 -0.746
C -2.844 -0.766 0.203
C -1.942 1.309 1.190
C 2.328 -0.916 -0.680
C 1.705 0.686 1.115
N -2.390 0.338 0.757
N 0.097 -0.456 0.144
N 1.328 -0.348 0.228
Cl -4.606 -0.864 0.157
Cl -0.167 3.387 -1.002
H -2.215 -2.100 -1.317
H 0.026 -1.902 -1.383
H -1.283 2.013 1.669
H 2.375 -2.022 -0.677
H 1.972 -0.687 -1.629
H 3.293 -0.568 -0.584
H 1.770 1.711 0.641
H 1.138 0.831 2.075
H 2.691 0.512 1.577
H -0.852 2.332 -1.036

Results of the Mulliken charge analysis, in e, for atoms 1 through 8: -0.292, -0.082, 0.113, -0.029, -1.016, -0.848, 0.037, -0.170

# 5
Formula: C31H25IrN6O3P2S2
Source: OMol25
Level of theory: wB97M-V/def2-TZVPD

Computed properties:
Gap between HOMO and LUMO ... 7.35 eV
HOMO level ... -7.3 eV

Cartesian coordinates (Å):
Ir -1.726 -0.451 -1.113
S -2.340 -1.792 0.721
P -0.324 -1.743 0.893
C 0.058 -0.279 0.088
P -0.345 1.201 0.829
S -2.315 1.246 0.322
C 0.155 1.404 2.553
C 1.511 1.363 2.867
C 1.908 1.467 4.191
C 0.961 1.637 5.193
C -0.389 1.693 4.878
C -0.793 1.568 3.556
C 0.505 2.572 -0.001
C 0.491 3.856 0.537
C 1.056 4.909 -0.166
C 1.625 4.686 -1.413
C 1.645 3.406 -1.951
C 1.090 2.349 -1.243
C 0.380 -3.100 -0.087
C -0.249 -4.336 -0.159
C 0.315 -5.360 -0.905
C 1.510 -5.156 -1.578
C 2.143 -3.920 -1.511
C 1.576 -2.891 -0.773
C 0.442 -1.963 2.526
C -0.336 -1.869 3.675
C 0.247 -2.017 4.926
C 1.609 -2.259 5.029
C 2.388 -2.353 3.884
C 1.808 -2.212 2.633
H 2.245 1.236 2.080
H 2.960 1.419 4.442
H 1.279 1.726 6.224
H -1.126 1.823 5.660
H -1.847 1.585 3.300
H 0.041 4.034 1.508
H 1.049 5.906 0.256
H 2.059 5.511 -1.964
H 2.092 3.230 -2.921
H 1.118 1.335 -1.624
H -1.198 -4.485 0.342
H -0.188 -6.316 -0.973
H 1.947 -5.956 -2.162
H 3.078 -3.761 -2.034
H 2.038 -1.911 -0.731
H -1.399 -1.670 3.587
H -0.362 -1.940 5.817
H 2.065 -2.377 6.004
H 3.451 -2.544 3.964
H 2.419 -2.296 1.743
N 1.167 -0.021 -4.628
C 0.712 -0.755 -3.601
N -0.393 -0.216 -3.155
C -0.581 0.867 -3.955
N 0.352 1.020 -4.868
C -1.742 1.736 -3.799
C -2.062 2.720 -4.729
N -3.159 3.456 -4.611
C -3.935 3.200 -3.563
C -3.603 2.233 -2.624
N -2.502 1.509 -2.739
H 1.976 -0.173 -5.205
H 1.184 -1.648 -3.222
H -1.415 2.905 -5.578
H -4.845 3.779 -3.464
H -4.228 2.046 -1.759
O -3.683 -1.090 -1.947
N -3.334 -2.241 -2.371
O -4.126 -3.005 -2.865
O -2.106 -2.526 -2.240

Results of the Mulliken charge analysis, in e, for atoms 1 through 8: 1.956, -0.459, 1.086, -1.645, 1.386, -0.691, 0.432, -0.306

# 6
Formula: C8H15NO5
Source: OMol25
Level of theory: wB97M-V/def2-TZVPD

Computed properties:
Gap between HOMO and LUMO ... 9.14 eV
HOMO level ... -8.5 eV
SMILES string ... CCC=C=[N+]([O-])O.COCC(=O)OC

Cartesian coordinates (Å):
C 3.805 -0.912 0.140
C 2.819 -0.236 -0.841
C 1.434 -0.071 -0.244
C 0.745 1.022 -0.256
N 0.282 2.189 -0.183
O 0.218 2.934 0.810
O -0.004 2.764 -1.398
H 3.421 -1.935 0.458
H 4.843 -0.895 -0.425
H 3.881 -0.159 0.947
H 3.192 0.639 -1.233
H 2.516 -0.920 -1.700
H 1.022 -0.960 0.115
H -0.858 3.403 -1.295
C -2.054 -2.387 0.080
O -1.235 -1.717 -0.920
C -1.808 -0.492 -1.358
C -1.788 0.523 -0.180
O -2.297 1.612 -0.291
O -1.307 0.082 0.975
C -1.499 0.721 2.172
H -1.800 -1.870 1.103
H -1.902 -3.422 0.097
H -3.079 -2.017 -0.078
H -2.782 -0.584 -1.776
H -1.173 -0.054 -2.159
H -2.129 1.647 2.031
H -0.527 1.048 2.527
H -1.936 0.044 2.884

Results of the Mulliken charge analysis, in e, for atoms 1 through 8: -0.985, -0.730, -0.522, -0.079, 0.935, -0.730, -0.476, 0.322

Calculated molar mass, 351.6 77.1 355.4 195.1 847.9 205.2 g mol⁻¹ (same order as the records).
Calculated ΔE to the lowest compared entry with this formula, charge and spin, 464.43 80.32 162.98 57.04 40.32 149.62 kcal per mole (same order as the records).